# 1
The following is a DFT calculation (the ωB97M-V functional and the def2-TZVPD basis) of a single C22H34N2O3 molecule.

Each atom is followed by the atoms it is bonded to, with distances in Å.
Cartesian coordinates (Å):
1 C 1.6342 4.3481 -6.2621  H2 1.088, H3 1.087, H4 1.088, C5 1.530
2 H 2.1540 3.6457 -6.9104  C1 1.088
3 H 0.9056 4.8903 -6.8601  C1 1.087
4 H 2.3608 5.0616 -5.8786  C1 1.088
5 C 0.9390 3.6138 -5.1143  C1 1.530, C6 1.529, C10 1.529, C14 1.543
6 C -0.0776 2.6204 -5.6764  C5 1.529, H7 1.088, H8 1.086, H9 1.088
7 H -0.8446 3.1426 -6.2438  C6 1.088
8 H -0.5532 2.0797 -4.8635  C6 1.086
9 H 0.4081 1.9050 -6.3368  C6 1.088
10 C 0.2174 4.6211 -4.2194  C5 1.529, H11 1.088, H12 1.088, H13 1.086
11 H 0.9180 5.3503 -3.8178  C10 1.088
12 H -0.5426 5.1543 -4.7859  C10 1.088
13 H -0.2628 4.1042 -3.3937  C10 1.086
14 C 2.0037 2.8560 -4.2933  C5 1.543, N15 1.457, H60 1.096, H61 1.096
15 N 1.4130 2.1345 -3.1744  C14 1.457, C16 1.448, C22 1.448
16 C 1.8239 2.6239 -1.8748  N15 1.448, C17 1.525, H58 1.108, H59 1.091
17 C 0.9352 2.0282 -0.7875  C16 1.525, H18 1.091, H19 1.090, C20 1.527
18 H 1.2339 2.4020 0.1926  C17 1.091
19 H -0.1022 2.3122 -0.9645  C17 1.090
20 C 1.0305 0.5047 -0.8150  C17 1.527, C21 1.529, H27 1.100, O28 1.419
21 C 0.6656 0.0205 -2.2191  C20 1.529, C22 1.526, H25 1.091, H26 1.091
22 C 1.5655 0.6965 -3.2498  N15 1.448, C21 1.526, H23 1.108, H24 1.091
23 H 2.6153 0.3880 -3.0734  C22 1.108
24 H 1.2780 0.3661 -4.2492  C22 1.091
25 H 0.7593 -1.0641 -2.2928  C21 1.091
26 H -0.3739 0.2883 -2.4133  C21 1.091
27 H 2.0603 0.2069 -0.5669  C20 1.100
28 O 0.1334 0.0116 0.1674  C20 1.419, C29 1.356
29 C 0.2475 -1.2575 0.6318  O28 1.356, C30 1.392, C34 1.397
30 C 1.2357 -2.1732 0.2822  C29 1.392, C31 1.385, H57 1.078
31 C 1.2483 -3.4315 0.8608  C30 1.385, C32 1.381, H56 1.080
32 C 0.2938 -3.7996 1.7892  C31 1.381, C33 1.390, H55 1.079
33 C -0.6954 -2.8894 2.1430  C32 1.390, C34 1.382, C36 1.498
34 C -0.7211 -1.6335 1.5656  C29 1.397, C33 1.382, H35 1.079
35 H -1.4912 -0.9208 1.8186  C34 1.079
36 C -1.7606 -3.2838 3.1198  C33 1.498, O37 1.223, N38 1.343
37 O -2.7652 -3.8900 2.7756  C36 1.223
38 N -1.5236 -2.9278 4.3927  C36 1.343, C39 1.451, C45 1.463
39 C -0.3659 -2.1828 4.8507  N38 1.451, C40 1.526, H53 1.098, H54 1.091
40 C -0.7602 -1.7355 6.2548  C39 1.526, H41 1.090, C42 1.527, H52 1.088
41 H -1.3518 -0.8213 6.2055  C40 1.090
42 C -1.6268 -2.8954 6.7390  C40 1.527, H43 1.091, H44 1.087, C45 1.531
43 H -0.9922 -3.7233 7.0581  C42 1.091
44 H -2.2767 -2.6193 7.5657  C42 1.087
45 C -2.4177 -3.2963 5.4910  N38 1.463, C42 1.531, H46 1.097, C47 1.543
46 H -2.6054 -4.3764 5.4565  C45 1.097
47 C -3.7881 -2.5986 5.3592  C45 1.543, O48 1.396, H50 1.094, H51 1.102
48 O -4.7108 -3.3657 4.6455  C47 1.396, H49 0.978
49 H -4.2731 -3.6610 3.8228  O48 0.978
50 H -4.2259 -2.4484 6.3503  C47 1.094
51 H -3.6457 -1.6120 4.8890  C47 1.102
52 H 0.1049 -1.5599 6.8903  C40 1.088
53 H 0.5152 -2.8365 4.8806  C39 1.098
54 H -0.1495 -1.3472 4.1830  C39 1.091
55 H 0.3049 -4.7843 2.2305  C32 1.079
56 H 2.0185 -4.1331 0.5763  C31 1.080
57 H 1.9977 -1.9244 -0.4393  C30 1.078
58 H 2.8808 2.3697 -1.6595  C16 1.108
59 H 1.7271 3.7104 -1.8632  C16 1.091
60 H 2.7471 3.5755 -3.9316  C14 1.096
61 H 2.5279 2.1603 -4.9578  C14 1.096

SMILES: CC(C)(C)CN1CCC(Oc2cccc(C(=O)N3CCC[C@H]3CO)c2)CC1
Kohn-Sham gap: 9.36 eV
LUMO: 0.69 eV

Mulliken atomic charge list, values in e, 8 entries:
1. C -1.852
2. H 0.417
3. H 0.403
4. H 0.418
5. C 2.512
6. C -1.767
7. H 0.447
8. H 0.309

# 2
The following is a DFT calculation (the ωB97M-V functional and the def2-TZVPD basis) of a single C22H34N4O molecule in a non-equilibrium geometry.

Each atom is followed by the atoms it is bonded to, with distances in Å.
Cartesian coordinates (Å):
1 C -5.8769 -1.1785 -0.2995  H2 1.087, H3 1.088, H4 1.088, C5 1.527
2 H -6.2691 -0.6601 -1.1708  C1 1.087
3 H -6.7175 -1.5972 0.2493  C1 1.088
4 H -5.2468 -1.9980 -0.6376  C1 1.088
5 C -5.0879 -0.2244 0.5944  C1 1.527, C6 1.527, C10 1.534, H61 1.097
6 C -5.9608 0.9532 1.0220  C5 1.527, H7 1.088, H8 1.088, H9 1.087
7 H -5.3859 1.6632 1.6120  C6 1.088
8 H -6.7944 0.6015 1.6258  C6 1.088
9 H -6.3689 1.4698 0.1568  C6 1.087
10 C -3.7838 0.2370 -0.0681  C5 1.534, H11 1.093, H12 1.093, C13 1.535
11 H -3.2310 0.8647 0.6349  C10 1.093
12 H -3.1712 -0.6422 -0.2848  C10 1.093
13 C -3.9723 1.0302 -1.3683  C10 1.535, C14 1.479, H59 1.090, H60 1.089
14 C -2.6444 1.4469 -1.8688  C13 1.479, N15 1.303, N18 1.367
15 N -2.0457 0.9157 -2.8967  C14 1.303, O16 1.363
16 O -0.8343 1.5360 -2.9657  N15 1.363, C17 1.339
17 C -0.7911 2.4055 -1.9486  O16 1.339, N18 1.296, C19 1.483
18 N -1.8838 2.4004 -1.2521  C14 1.367, C17 1.296
19 C 0.4336 3.2125 -1.7260  C17 1.483, N20 1.455, H57 1.093, H58 1.106
20 N 1.2846 2.6036 -0.7155  C19 1.455, C21 1.446, C25 1.459
21 C 2.4183 3.4531 -0.4233  N20 1.446, H22 1.090, H23 1.088, H24 1.101
22 H 2.0568 4.4279 -0.0975  C21 1.090
23 H 2.9894 3.0096 0.3897  C21 1.088
24 H 3.0839 3.5985 -1.2886  C21 1.101
25 C 1.6507 1.2266 -1.0295  N20 1.459, C26 1.534, H55 1.093, H56 1.100
26 C 0.7623 0.2333 -0.2706  C25 1.534, C27 1.527, C31 1.527, H54 1.094
27 C 0.9914 0.3374 1.2353  C26 1.527, C28 1.533, H52 1.090, H53 1.091
28 C 0.1068 -0.6804 1.9651  C27 1.533, N29 1.447, H50 1.092, H51 1.098
29 N 0.2695 -2.0475 1.5200  C28 1.447, C30 1.445, C36 1.451
30 C 0.1456 -2.1657 0.0847  N29 1.445, C31 1.535, H34 1.092, H35 1.098
31 C 1.0278 -1.2016 -0.7202  C26 1.527, C30 1.535, H32 1.091, H33 1.092
32 H 2.0822 -1.4386 -0.5681  C31 1.091
33 H 0.8010 -1.3133 -1.7828  C31 1.092
34 H 0.3556 -3.1988 -0.2004  C30 1.092
35 H -0.9036 -1.9558 -0.1624  C30 1.098
36 C 1.2983 -2.8410 2.1657  N29 1.451, C37 1.512, H48 1.095, H49 1.095
37 C 2.7392 -2.4739 1.8888  C36 1.512, C38 1.390, C42 1.390
38 C 3.4231 -3.0411 0.8199  C37 1.390, C39 1.384, H47 1.081
39 C 4.7281 -2.6755 0.5396  C38 1.384, C40 1.384, H46 1.081
40 C 5.3722 -1.7399 1.3311  C39 1.384, C41 1.385, H45 1.080
41 C 4.7083 -1.1832 2.4111  C40 1.385, C42 1.384, H44 1.081
42 C 3.4034 -1.5511 2.6885  C37 1.390, C41 1.384, H43 1.081
43 H 2.8940 -1.1188 3.5387  C42 1.081
44 H 5.2096 -0.4623 3.0411  C41 1.081
45 H 6.3904 -1.4526 1.1127  C40 1.080
46 H 5.2445 -3.1238 -0.2970  C39 1.081
47 H 2.9293 -3.7788 0.2025  C38 1.081
48 H 1.1307 -3.8792 1.8595  C36 1.095
49 H 1.1141 -2.7747 3.2430  C36 1.095
50 H 0.2890 -0.6412 3.0411  C28 1.092
51 H -0.9435 -0.4128 1.7911  C28 1.098
52 H 0.7469 1.3456 1.5710  C27 1.090
53 H 2.0430 0.1438 1.4535  C27 1.091
54 H -0.2879 0.4689 -0.4642  C26 1.094
55 H 2.6886 1.0534 -0.7329  C25 1.093
56 H 1.5820 1.0320 -2.1100  C25 1.100
57 H 0.1299 4.1976 -1.3638  C19 1.093
58 H 0.9509 3.3210 -2.6978  C19 1.106
59 H -4.5646 1.9240 -1.1729  C13 1.090
60 H -4.4541 0.4206 -2.1309  C13 1.089
61 H -4.7956 -0.7732 1.4980  C5 1.097

SMILES: CC(C)CCc1noc(CN(C)CC2CCN(Cc3ccccc3)CC2)n1
Kohn-Sham gap: 8.84 eV
LUMO: 0.86 eV

Mulliken atomic charge list, values in e, 8 entries:
1. C -1.578
2. H 0.331
3. H 0.454
4. H 0.371
5. C 0.557
6. C -1.602
7. H 0.373
8. H 0.458

no.,HOMO energy (eV)
1,-8.670
2,-7.977